1.
# C30H72B2INO6Si2

A molecular structure, C30H72B2INO6Si2 (the ωB97M-V functional and the def2-TZVPD basis, the OMol25 dataset).

Summary:
Energy, eV: -71271.2149
HOMO energy, eV: -9.10
Molar mass, g mol⁻¹: 747.61
E_LUMO, Eh: -0.0157
Energy relative to the best compared isomer or geometry (same formula, charge and spin), eV: 0.000

```
114
Properties=species:S:1:pos:R:3:mulliken_charge:R:1
C -1.75 -1.45 -0.24 -1.0756
C -0.73 -1.55 -1.12 -0.1843
Si -0.58 -0.49 -2.64 0.5608
I -2.83 0.39 -3.16 -0.2210
C -0.07 -1.57 -4.11 -0.6747
B 1.43 -1.43 -4.54 0.5738
O 1.99 -0.24 -4.93 -0.5250
O 2.20 -2.59 -4.54 -0.4174
O 0.59 0.67 -2.50 -0.3475
Si 0.70 1.54 -1.06 0.2318
O 1.67 2.85 -1.43 -0.6303
C 1.61 0.61 0.31 1.0530
C 3.08 0.53 -0.02 -0.4385
N 3.91 1.42 0.28 -0.7075
C -0.94 2.25 -0.47 -0.2014
B -1.52 3.43 -1.36 0.4019
O -0.96 3.84 -2.55 -0.4743
O -2.68 4.09 -0.97 -0.5825
H -2.76 -1.57 -0.59 0.3184
H -1.56 -1.24 0.80 0.2474
H 0.06 -2.28 -0.94 0.6410
H -0.39 -2.60 -3.97 0.2872
H -0.66 -1.19 -4.95 0.3347
H 2.63 -0.36 -5.64 0.2548
H 2.66 -2.61 -5.40 0.2192
H 1.55 3.48 -0.71 0.3178
H 1.46 1.17 1.24 -1.0606
H 1.23 -0.39 0.49 0.4210
H 3.45 -0.33 -0.58 0.4953
H 3.44 2.18 0.78 0.2597
H -0.70 2.70 0.51 0.1562
H -1.68 1.47 -0.32 0.1647
H -0.98 3.10 -3.18 0.2815
H -3.35 3.79 -1.61 0.2508
C -1.95 7.79 -2.31 -1.2105
C -1.75 7.77 -0.80 -0.4250
C -3.02 7.42 -0.02 -0.2078
C -4.17 8.41 -0.19 -0.8179
C -3.85 9.85 0.20 -0.4185
C -3.48 10.01 1.67 -1.1754
H -2.67 8.55 -2.61 0.3592
H -1.01 8.01 -2.82 0.3755
H -2.30 6.82 -2.67 0.2271
H -1.35 8.73 -0.46 0.3625
H -0.98 7.02 -0.56 0.2920
H -2.77 7.33 1.04 0.3122
H -3.36 6.43 -0.34 0.0701
H -5.02 8.06 0.41 0.3950
H -4.52 8.40 -1.23 0.3307
H -4.73 10.47 -0.01 0.3695
H -3.04 10.25 -0.42 0.2342
H -4.29 9.67 2.32 0.2905
H -3.29 11.06 1.91 0.3791
H -2.58 9.45 1.93 0.2817
C -3.38 -3.96 2.21 -0.9865
C -2.49 -5.08 1.68 -0.4748
C -2.62 -5.31 0.18 0.0431
C -4.01 -5.75 -0.28 -0.7517
C -4.54 -7.03 0.37 -0.4384
C -3.68 -8.25 0.07 -1.1690
H -4.44 -4.19 2.06 0.2976
H -3.22 -3.82 3.28 0.3856
H -3.16 -3.02 1.71 0.0741
H -2.69 -6.01 2.23 0.3065
H -1.44 -4.83 1.90 0.3597
H -1.88 -6.06 -0.13 0.2373
H -2.36 -4.39 -0.35 -0.1470
H -3.99 -5.89 -1.37 0.3927
H -4.73 -4.94 -0.10 0.3303
H -5.55 -7.21 0.00 0.3670
H -4.62 -6.90 1.45 0.2372
H -3.62 -8.43 -1.01 0.2913
H -4.11 -9.14 0.53 0.3796
H -2.67 -8.15 0.46 0.2764
C 0.66 1.53 4.04 -1.2136
C 1.27 2.91 3.87 -0.3092
C 2.79 2.92 3.97 -0.3359
C 3.35 2.48 5.33 -0.9193
C 2.86 3.29 6.52 -0.4141
C 3.26 4.76 6.46 -1.1918
H 0.86 1.11 5.03 0.4096
H -0.43 1.57 3.92 0.3574
H 1.05 0.84 3.30 0.2089
H 0.83 3.60 4.59 0.5210
H 0.99 3.30 2.88 0.1323
H 3.16 3.92 3.74 0.3696
H 3.21 2.26 3.20 0.1082
H 4.44 2.53 5.29 0.3991
H 3.10 1.42 5.49 0.3393
H 3.27 2.86 7.43 0.3882
H 1.77 3.21 6.62 0.2265
H 4.34 4.87 6.41 0.2943
H 2.91 5.29 7.35 0.3811
H 2.83 5.26 5.59 0.2867
C 5.03 -7.35 -4.45 -1.1581
C 4.98 -7.36 -2.92 -0.3543
C 3.60 -7.69 -2.36 -0.7492
C 2.50 -6.69 -2.73 -0.8297
C 2.78 -5.25 -2.30 0.3096
C 2.90 -5.08 -0.79 -1.2716
H 4.38 -6.58 -4.86 0.2463
H 6.05 -7.14 -4.79 0.3802
H 4.73 -8.31 -4.86 0.2948
H 5.33 -6.40 -2.53 0.2414
H 5.69 -8.12 -2.56 0.3744
H 3.67 -7.78 -1.28 0.2945
H 3.30 -8.68 -2.72 0.4012
H 1.57 -7.02 -2.27 0.3519
H 2.33 -6.71 -3.81 0.2918
H 1.96 -4.62 -2.65 0.0308
H 3.69 -4.87 -2.78 0.2093
H 1.99 -5.41 -0.28 0.2339
H 3.07 -4.03 -0.53 0.3135
H 3.74 -5.65 -0.38 0.3854
```

2.
# C30H72F3N4O16S2Zr

A molecular structure, C30H72F3N4O16S2Zr (the ωB97M-V functional and the def2-TZVPD basis, the OMol25 dataset).

Summary:
Energy, eV: -102093.4409
HOMO energy, eV: -10.44
Molar mass, g mol⁻¹: 957.27
Charge: +1
E_LUMO, Eh: -0.1028

```
128
Properties=species:S:1:pos:R:3:mulliken_charge:R:1
Zr 0.17 -0.75 -1.05 0.9518
S -1.04 -1.39 1.40 1.0624
O -0.13 -2.16 0.40 -0.5319
O -0.34 -1.25 2.64 -0.4411
O -0.90 -0.07 0.57 -0.4628
O -2.34 -1.93 1.41 -0.6140
C 3.55 -3.56 0.16 0.4218
F 2.56 -3.93 0.97 -0.1369
F 4.46 -2.89 0.83 -0.1849
F 4.14 -4.65 -0.38 -0.2130
S 2.95 -2.52 -1.33 0.1984
O 2.11 -3.30 -2.14 -0.5237
O 2.13 -1.45 -0.58 -0.5602
O 4.09 -1.95 -1.93 -0.3855
C -5.38 -1.79 -0.40 -0.0041
O -5.58 -1.23 -1.68 -0.5273
H -6.18 -2.53 -0.08 0.4233
H -4.37 -2.26 -0.31 -0.0653
H -5.44 -1.07 0.43 -0.0579
H -6.52 -1.45 -1.92 0.3310
C 1.55 -0.74 6.36 -0.7420
O 1.16 -0.31 5.14 -0.1566
H 2.47 -1.37 6.32 0.2565
H 1.74 0.18 6.95 0.2308
H 0.88 -1.36 6.90 0.3116
H 0.94 -1.07 4.58 0.1716
C 5.77 0.34 -4.76 -1.1334
O 5.28 0.71 -3.43 -0.1629
C 6.25 0.52 -2.43 -0.5629
C 5.91 1.39 -1.24 -0.7824
N 4.78 0.89 -0.44 0.3361
C 5.01 1.04 1.05 -0.5594
C 4.24 2.18 1.70 -1.0758
O 2.81 1.86 1.81 0.1456
C 2.34 2.61 2.91 -0.5341
H 6.66 0.92 -4.99 0.4408
H 5.05 0.84 -5.39 0.2633
H 5.86 -0.64 -4.89 0.4050
H 7.24 0.82 -2.77 0.6001
H 6.31 -0.55 -2.13 0.1736
H 5.66 2.39 -1.68 0.1906
H 6.83 1.52 -0.69 0.4795
H 4.72 -0.12 -0.63 -0.2690
H 6.10 1.14 1.18 0.3589
H 4.59 0.10 1.61 0.1164
H 4.33 3.16 1.28 0.4266
H 4.61 2.29 2.69 0.7093
H 2.46 3.68 2.85 0.3702
H 2.86 2.28 3.78 0.4925
H 1.27 2.45 3.03 -0.3424
C -0.35 0.44 -6.78 -0.8815
O 0.18 -0.12 -5.58 -0.3306
C 1.57 -0.58 -5.62 -1.1760
C 1.79 -1.02 -4.18 -0.3652
N 1.16 -0.05 -3.22 1.3759
C 2.10 1.08 -3.02 0.0670
C 1.85 2.00 -1.81 -0.9351
O 0.72 1.43 -1.02 -0.1647
C 0.24 2.35 0.06 -0.9374
H -0.50 -0.31 -7.55 0.3018
H 0.28 1.23 -7.14 0.3231
H -1.31 0.87 -6.52 0.2638
H 2.24 0.27 -5.93 0.3573
H 1.70 -1.42 -6.34 0.5355
H 2.86 -1.17 -3.98 0.3439
H 1.26 -1.95 -4.05 0.0437
H 0.38 0.31 -3.75 0.2304
H 1.98 1.71 -3.93 0.6102
H 3.13 0.63 -2.96 -0.5158
H 1.56 2.98 -2.18 0.6097
H 2.72 2.05 -1.20 0.3243
H -0.82 2.64 -0.09 0.0162
H 0.88 3.18 0.17 0.8802
H 0.19 1.68 0.95 0.0799
C 0.53 -6.10 -1.82 -0.5159
O -0.33 -5.43 -2.75 -0.3043
C -1.52 -5.02 -2.25 -0.9261
C -1.59 -3.68 -1.49 -0.3803
N -0.85 -2.62 -2.20 1.3842
C -1.47 -2.02 -3.38 -0.7545
C -2.45 -0.89 -3.04 -0.6951
O -1.84 -0.17 -1.97 0.1616
C -2.67 0.91 -1.48 -0.2633
H 1.39 -6.29 -2.44 0.1883
H 0.02 -7.04 -1.58 0.3687
H 0.64 -5.52 -0.90 0.1771
H -2.08 -5.79 -1.72 0.5136
H -2.29 -4.82 -3.11 0.2763
H -1.25 -3.81 -0.48 0.3394
H -2.69 -3.48 -1.46 -0.1484
H -0.06 -3.16 -2.63 -0.1606
H -2.06 -2.75 -3.93 0.6752
H -0.70 -1.66 -4.03 -0.0447
H -3.42 -1.27 -2.65 0.2110
H -2.67 -0.13 -3.76 0.7301
H -3.49 0.47 -0.88 -0.0480
H -3.15 1.36 -2.34 0.5917
H -2.21 1.72 -0.86 -0.1810
C -4.08 0.50 2.81 -1.4238
C -3.94 0.96 4.25 2.4727
C -2.50 0.79 4.79 -2.2028
C -1.44 1.69 4.18 0.9767
C -1.89 3.19 4.32 -1.6856
C -3.31 3.39 3.68 2.0234
N -4.17 2.44 4.44 -0.2010
O -5.59 2.77 4.01 -0.5149
C -3.81 4.75 4.24 -1.8689
C -3.34 3.37 2.18 -1.0868
C -4.83 0.17 5.20 -2.1427
H -3.96 -0.59 2.83 0.4767
H -3.29 0.89 2.14 -0.2160
H -5.04 0.60 2.28 0.4137
H -2.59 1.07 5.84 0.5912
H -2.20 -0.24 4.88 0.5254
H -1.33 1.63 3.08 -1.3816
H -0.51 1.50 4.63 0.8365
H -1.16 3.88 3.89 0.5117
H -2.07 3.39 5.41 0.4096
H -2.98 5.52 4.38 0.3490
H -4.51 5.25 3.62 0.4082
H -4.29 4.57 5.20 0.4209
H -2.98 4.31 1.79 0.4908
H -2.51 2.76 1.86 -0.0555
H -4.27 3.07 1.74 0.1899
H -4.42 0.29 6.23 0.3936
H -4.72 -0.84 4.90 0.4025
H -5.84 0.54 5.16 0.4223
H -5.66 2.33 3.14 0.3752
```

3.
# C30H72N4O6

6 unconnected molecules or ions with the total composition C30H72N4O6 (the ωB97M-V functional and the def2-TZVPD basis, the OMol25 dataset).

Summary:
Energy, eV: -50517.4379
HOMO energy, eV: -8.33
Molar mass, g mol⁻¹: 584.93
Structure (SMILES): CC1(C)CCCC(C)(C)N1O.CC1(C)CCCC(C)(C)N1O.COC[C@H](C)N.COC[C@H](C)N.CCO.CCO
E_LUMO, Eh: 0.0115
Energy relative to the best compared isomer or geometry (same formula, charge and spin), eV: 0.000

```
112
Properties=species:S:1:pos:R:3:mulliken_charge:R:1
C -4.71 0.07 1.57 -1.4568
C -3.71 0.99 2.15 1.5830
O -3.95 2.30 1.73 -0.5630
H -4.63 -0.89 2.09 0.3557
H -4.72 -0.20 0.47 0.2992
H -5.74 0.45 1.79 0.3578
H -2.74 0.62 1.87 -0.5859
H -3.80 0.88 3.28 -0.2224
H -3.18 2.81 1.78 0.3601
C -0.26 1.56 1.07 0.2874
C -0.94 2.63 0.31 -0.1564
O -1.35 3.74 1.19 -0.4801
H -0.92 1.25 1.91 -0.8203
H 0.64 1.97 1.55 0.4197
H -0.06 0.69 0.46 -0.1866
H -1.87 2.18 -0.19 0.1229
H -0.39 2.99 -0.56 0.3378
H -1.70 4.45 0.62 0.4161
C 0.70 -0.86 -3.53 -1.9576
C 2.16 -1.05 -3.56 1.5836
C 2.80 -0.02 -2.61 -1.0466
C 4.25 -0.23 -2.36 -0.7477
C 4.52 -1.65 -1.87 -0.9294
C 3.98 -2.77 -2.83 1.3742
N 2.49 -2.42 -3.07 1.2093
O 1.82 -3.38 -3.85 -0.6868
C 4.85 -2.85 -4.14 -1.7683
C 3.91 -4.13 -2.20 -1.6379
C 2.72 -0.78 -4.96 -1.8722
H 0.18 -1.52 -4.20 0.4283
H 0.30 0.11 -3.76 0.5446
H 0.30 -1.11 -2.56 0.1818
H 2.50 0.94 -3.02 0.5357
H 2.30 -0.09 -1.66 -0.0043
H 4.69 0.42 -1.57 0.4327
H 4.81 -0.04 -3.24 0.3865
H 4.11 -1.86 -0.90 0.1106
H 5.60 -1.84 -1.71 0.4159
H 5.84 -3.18 -3.86 0.4793
H 4.54 -3.62 -4.80 0.4370
H 5.04 -1.88 -4.61 0.2949
H 3.17 -4.03 -1.40 0.2427
H 3.49 -4.90 -2.79 0.4177
H 4.90 -4.48 -1.93 0.4660
H 2.22 0.15 -5.32 0.4481
H 2.35 -1.48 -5.71 0.3759
H 3.75 -0.62 -5.12 0.3716
H 2.16 -3.27 -4.71 0.3570
C -2.50 -4.61 -0.82 -1.9513
C -1.53 -3.63 -0.08 2.1808
C -2.00 -3.24 1.31 -1.3730
C -0.96 -2.68 2.25 0.9180
C 0.07 -3.76 2.43 -1.5586
C 0.78 -4.00 1.14 2.2309
N -0.31 -4.47 0.19 -0.0006
O 0.24 -4.81 -1.04 -0.5620
C 1.66 -2.83 0.65 -1.5991
C 1.71 -5.24 1.32 -2.1124
C -1.11 -2.48 -1.02 -1.7580
H -2.74 -5.37 -0.09 0.5021
H -2.02 -5.10 -1.67 0.3752
H -3.42 -4.11 -1.19 0.3160
H -2.84 -2.58 1.18 0.2299
H -2.48 -4.14 1.73 0.2924
H -1.45 -2.49 3.15 0.2206
H -0.63 -1.67 1.92 -0.4679
H -0.39 -4.69 2.73 0.3900
H 0.77 -3.50 3.22 0.3737
H 2.64 -2.85 1.17 0.6604
H 1.92 -2.90 -0.42 0.0123
H 1.20 -1.86 0.80 -0.0838
H 2.46 -5.06 2.06 0.4546
H 1.01 -6.12 1.63 0.3795
H 2.17 -5.53 0.38 0.3606
H -1.78 -1.62 -1.01 0.4293
H -1.16 -2.78 -2.03 0.6426
H -0.13 -2.01 -0.82 -0.2850
H 0.63 -4.06 -1.55 0.3600
C -1.12 0.31 4.69 -0.6052
C -1.43 1.27 5.88 0.1942
C -1.11 2.82 5.56 -0.5680
O 0.23 2.98 5.49 -0.3120
C 0.72 4.27 5.05 -0.6619
N -2.79 1.13 6.39 -0.7910
H -1.55 -0.72 4.79 0.3020
H -0.03 0.35 4.64 0.4709
H -1.49 0.61 3.69 -0.2629
H -0.82 0.98 6.71 0.4046
H -1.58 3.41 6.36 0.3870
H -1.70 3.13 4.64 0.1243
H 0.19 5.19 5.38 0.3148
H 0.67 4.33 3.96 0.1768
H 1.80 4.37 5.30 0.2688
H -2.97 0.14 6.64 0.3374
H -3.51 1.33 5.66 0.2490
C -0.65 7.40 -2.11 -1.4340
C -0.39 5.90 -1.99 0.4863
C -1.76 5.13 -2.05 -0.8828
O -2.50 5.26 -0.84 -0.3345
C -3.84 5.07 -1.06 -0.9597
N 0.63 5.58 -3.02 -0.6258
H -0.84 7.70 -3.11 0.3757
H 0.20 7.92 -1.69 0.3508
H -1.43 7.67 -1.47 0.3830
H 0.10 5.58 -1.02 0.1805
H -1.58 4.10 -2.28 0.3070
H -2.41 5.61 -2.78 0.5451
H -4.05 4.05 -1.38 0.3664
H -4.25 5.83 -1.75 0.3506
H -4.35 5.21 -0.14 0.3225
H 1.18 4.76 -2.92 0.2294
H 0.17 5.51 -3.97 0.2225
```

4.
# C30H73N3O7

7 unconnected molecules or ions with the total composition C30H73N3O7 (the ωB97M-V functional and the def2-TZVPD basis, the OMol25 dataset).

Summary:
Energy, eV: -51087.5889
HOMO energy, eV: -8.08
Molar mass, g mol⁻¹: 587.93
Structure (SMILES): CC1(C)CCCC(C)(C)N1O.CC1(C)CCCC(C)(C)N1O.COC[C@H](C)N.CCO.CCO.CCO.CCO
E_LUMO, Eh: 0.0157

```
113
Properties=species:S:1:pos:R:3:mulliken_charge:R:1
C -4.02 -0.70 -1.13 -1.2973
C -4.20 -1.62 0.08 0.5803
C -4.35 -3.04 -0.32 -0.7673
O -3.35 -3.60 -1.04 -0.3206
C -3.51 -4.97 -1.40 -0.8217
N -3.11 -1.44 1.05 -0.5970
H -3.31 -1.09 -1.85 0.2798
H -3.82 0.32 -0.82 0.3545
H -4.97 -0.60 -1.66 0.3379
H -5.07 -1.25 0.62 0.1618
H -5.31 -3.08 -0.83 0.3703
H -4.55 -3.71 0.52 0.4038
H -2.93 -5.13 -2.31 0.2645
H -4.50 -5.33 -1.67 0.3367
H -3.22 -5.65 -0.60 0.3171
H -2.72 -0.55 1.33 0.1991
H -2.32 -2.03 0.87 0.2010
C 2.49 10.61 1.96 -1.8635
C 1.48 9.64 2.52 1.5670
C 0.12 10.53 2.63 -1.0436
C -0.72 10.61 1.40 -0.6952
C -0.86 9.27 0.75 -1.2041
C 0.42 8.46 0.52 1.4060
N 1.18 8.36 1.80 0.4194
O 2.16 7.44 1.89 -0.4739
C 0.00 7.06 0.05 -1.8746
C 1.11 9.13 -0.66 -1.7798
C 1.81 9.31 3.96 -1.9453
H 2.13 11.15 1.09 0.3221
H 3.33 10.04 1.56 0.4211
H 2.91 11.31 2.69 0.4095
H -0.53 10.13 3.41 0.4378
H 0.21 11.59 2.86 0.2988
H -0.23 11.31 0.73 0.3389
H -1.68 11.06 1.64 0.4045
H -1.47 9.24 -0.16 0.4219
H -1.32 8.63 1.50 0.4587
H -0.56 6.72 0.93 0.4846
H -0.76 7.05 -0.72 0.3896
H 0.74 6.28 -0.15 0.3495
H 0.61 8.98 -1.62 0.4134
H 1.37 10.18 -0.57 0.2842
H 2.07 8.64 -0.83 0.4271
H 1.17 8.52 4.34 0.4303
H 1.80 10.15 4.65 0.4280
H 2.88 9.12 4.07 0.3991
H 1.65 6.77 2.35 0.3684
C 4.16 -1.41 -1.68 -1.9782
C 4.93 -2.61 -2.11 1.7523
C 5.95 -2.27 -3.23 -1.4050
C 7.08 -3.22 -3.64 -0.7359
C 7.92 -3.44 -2.32 -0.9525
C 7.09 -3.90 -1.11 1.1857
N 5.75 -3.17 -0.94 0.1906
O 5.06 -3.40 0.23 -0.4242
C 6.93 -5.46 -1.37 -1.6751
C 7.92 -3.72 0.11 -1.7514
C 3.88 -3.62 -2.73 -1.6553
H 4.82 -0.65 -1.26 0.4505
H 3.59 -1.57 -0.76 0.3909
H 3.47 -0.88 -2.33 0.3658
H 5.37 -2.06 -4.13 0.5346
H 6.26 -1.22 -3.18 0.4532
H 7.60 -2.78 -4.48 0.3855
H 6.78 -4.23 -3.91 0.3084
H 8.31 -2.51 -1.90 0.3629
H 8.70 -4.10 -2.69 0.3779
H 6.36 -5.65 -2.28 0.3626
H 7.87 -5.98 -1.55 0.4028
H 6.34 -5.97 -0.62 0.4064
H 8.87 -4.25 0.10 0.3417
H 8.14 -2.65 0.17 0.4492
H 7.50 -4.12 1.03 0.3673
H 3.08 -3.76 -1.99 0.4034
H 4.31 -4.55 -3.08 0.3362
H 3.44 -3.23 -3.64 0.3984
H 4.80 -4.31 0.11 0.3512
C -4.02 -2.84 6.90 -1.2005
C -5.30 -2.04 7.07 -0.0790
O -4.96 -0.94 6.31 -0.5484
H -3.10 -2.35 7.17 0.3249
H -3.87 -3.27 5.90 0.3552
H -4.01 -3.63 7.65 0.3397
H -5.71 -1.89 8.08 0.3106
H -6.07 -2.52 6.47 0.1811
H -4.44 -1.18 5.54 0.3135
C 3.47 0.40 6.38 -0.8493
C 2.15 0.89 5.68 -0.3736
O 2.32 1.43 4.39 -0.4989
H 3.93 -0.40 5.80 0.2831
H 3.16 -0.20 7.24 0.2985
H 4.18 1.16 6.70 0.2484
H 1.58 1.58 6.30 0.3200
H 1.37 0.13 5.69 0.2735
H 2.63 0.72 3.82 0.2983
C -5.41 -2.37 -8.02 -0.9593
C -6.66 -1.41 -8.08 -0.2260
O -7.32 -1.24 -6.82 -0.5308
H -4.52 -1.82 -7.71 0.2730
H -5.07 -2.66 -9.01 0.3241
H -5.59 -3.25 -7.41 0.2852
H -7.47 -1.74 -8.73 0.2780
H -6.29 -0.48 -8.51 0.2566
H -7.88 -0.47 -6.81 0.2989
C -7.79 -11.31 -1.53 -0.9327
C -7.13 -11.28 -2.87 -0.1767
O -7.55 -12.24 -3.70 -0.5395
H -8.74 -10.78 -1.50 0.2656
H -7.10 -10.99 -0.75 0.2963
H -7.99 -12.37 -1.34 0.2851
H -6.06 -11.43 -2.68 0.1955
H -7.15 -10.32 -3.39 0.2920
H -8.12 -12.01 -4.45 0.3146
```

no.,HOMO-LUMO gap (eV)
1,8.674
2,7.641
3,8.642
4,8.505